1.
Entry from the OMol25 dataset: C38H40AsN3O2SSe2Ti as an isolated structure (wB97M-V/def2-TZVPD).

```
88
Properties=species:S:1:pos:R:3:mulliken_charge:R:1
Ti 0.10619 -0.10949 0.76941 0.476
O 4.95913 -2.76811 0.31143 -0.487
C 4.54122 -2.60107 -1.03960 -1.474
C 3.19578 -1.85121 -1.07585 2.832
C 2.79707 -1.90660 -2.55270 -2.166
O 1.70638 -1.10704 -2.96982 -0.132
C 2.24685 -2.62960 -0.16686 -1.516
Se 0.33351 -2.30037 -0.41353 -0.280
C 3.49993 -0.43930 -0.56744 -1.739
Se 2.09049 0.91892 -0.33808 -0.525
H 5.79505 -3.24332 0.32310 0.339
H 4.41360 -3.57557 -1.52533 0.487
H 5.28690 -2.03390 -1.60597 0.452
H 2.51320 -2.93455 -2.78932 0.369
H 3.69047 -1.67450 -3.14903 0.444
H 1.92527 -0.17153 -2.88595 0.142
H 2.48396 -2.44655 0.87510 0.450
H 2.36835 -3.69864 -0.34750 0.691
H 4.20943 0.04070 -1.24504 0.589
H 3.98626 -0.52373 0.40161 0.633
S -1.26813 1.88987 1.01989 -0.233
C -2.29485 2.50776 -0.29120 0.841
C -3.09804 3.61791 -0.00768 -0.812
C -3.87629 4.18996 -1.00035 -0.650
C -3.86484 3.67350 -2.29332 -0.802
C -3.07109 2.57548 -2.57722 -0.017
C -2.30048 1.98650 -1.57713 -0.878
As -1.20109 0.42602 -1.84795 0.797
C -0.54634 0.86593 -3.61533 0.201
C 0.42327 1.86453 -3.68067 -0.416
C 0.91288 2.28170 -4.90990 -0.755
C 0.43690 1.70037 -6.07883 -0.523
C -0.53099 0.70846 -6.01245 -0.747
C -1.02498 0.28763 -4.78166 -0.174
C -2.57716 -0.90405 -2.23345 0.365
C -3.91119 -0.70848 -1.88863 -0.745
C -4.84115 -1.72370 -2.08526 -0.680
C -4.44458 -2.93902 -2.62664 -0.612
C -3.11523 -3.13803 -2.97730 -0.882
C -2.18466 -2.12695 -2.78067 -0.258
H -3.09364 4.03218 0.99273 0.479
H -4.48745 5.05330 -0.76764 0.370
H -4.46495 4.12775 -3.07123 0.411
H -3.05022 2.17061 -3.58260 0.466
H 0.79418 2.32083 -2.77008 0.473
H 1.66182 3.06259 -4.95382 0.432
H 0.81693 2.02432 -7.03934 0.376
H -0.90934 0.25730 -6.92140 0.412
H -1.78205 -0.48548 -4.74428 0.402
H -4.23371 0.23930 -1.47647 0.360
H -5.87834 -1.55938 -1.82092 0.422
H -5.17078 -3.72669 -2.78421 0.382
H -2.80115 -4.08176 -3.40547 0.432
H -1.14992 -2.28784 -3.05429 0.505
C -2.72096 -1.52113 1.32922 -1.266
N -1.56467 -1.14398 2.15859 0.817
C -2.04437 -0.33503 3.29548 -1.205
C -0.89525 -2.34061 2.71864 -1.837
C 0.49675 -1.96816 3.12289 1.589
C 1.12159 -2.62072 4.18229 -0.776
C 2.43163 -2.31509 4.51803 -0.945
C 3.10732 -1.34157 3.79164 -1.008
C 2.47268 -0.68936 2.74412 -0.616
C 1.15133 -0.97919 2.37194 2.190
H -3.43246 -2.11681 1.91201 0.416
H -2.39820 -2.10176 0.46580 0.229
H -3.21819 -0.61545 0.98238 0.339
H -2.84463 -0.87972 3.80892 0.343
H -2.41554 0.62438 2.94862 0.315
H -1.22546 -0.17408 3.99389 0.244
H -0.85978 -3.10439 1.94251 0.473
H -1.47745 -2.73251 3.56129 0.506
H 0.57756 -3.37225 4.74538 0.447
H 2.91827 -2.82421 5.34085 0.381
H 4.12915 -1.08446 4.04432 0.513
H 3.00669 0.09119 2.21816 0.490
N 2.22062 5.80967 6.58055 -0.479
C 1.96788 4.99159 5.81529 -0.168
C 1.65112 3.96119 4.84479 0.688
C 1.66678 4.24631 3.48683 -0.872
C 1.34404 3.23100 2.60305 -0.351
N 1.03598 1.99720 2.99401 0.475
C 1.04513 1.73029 4.29599 0.039
C 1.33412 2.67798 5.26489 -1.165
H 1.91800 5.23423 3.12732 0.483
H 1.32210 3.41443 1.53555 0.358
H 0.83519 0.70266 4.57605 0.320
H 1.32073 2.42142 6.31485 0.504
```

For the strongest force on any atom, the calculation gives 0.58 eV/Å. The HOMO energy comes out at -7.51 eV. The energy above the lowest of the compared OMol25 structures with the same formula, charge and spin comes out at 0.0 kJ/mol. Its total charge is 0. The HOMO-LUMO gap is 7.28 eV.

2.
Entry from the OMol25 dataset: C38H40BF10N6PRbS2 as an isolated structure (wB97M-V/def2-TZVPD).

```
99
Properties=species:S:1:pos:R:3:mulliken_charge:R:1
Rb -0.79015 2.46298 2.16977 0.815
C 2.88179 -0.66486 -1.61333 -1.149
C 2.15800 0.40682 -2.35536 0.985
C 3.23393 1.46267 -2.41635 -0.990
C 4.20912 1.17305 -1.55832 -0.414
C 4.00942 -0.16969 -1.09778 -0.548
H 2.56955 -1.69806 -1.47295 0.470
H 1.35106 1.01857 -4.18762 -0.058
H 3.12401 2.36972 -3.01017 0.439
H 5.05806 1.84068 -1.20543 0.330
H 4.58604 -0.70739 -0.37488 0.449
C 5.50789 4.28535 2.82866 -0.853
N 4.71423 3.16674 3.34026 0.244
C 5.09044 1.81825 3.60555 -0.718
C 4.01004 1.22543 4.16791 -0.613
N 3.01169 2.16034 4.25049 0.053
B 1.55487 1.92646 4.60095 0.764
N 1.19467 1.06365 5.88165 0.596
C 2.03176 0.52648 6.84455 -0.452
C 1.27445 -0.09902 7.78512 -0.592
N -0.04699 0.06613 7.45276 0.199
C -1.17433 -0.52150 8.10770 -0.854
C -0.07558 0.62471 6.19386 -0.495
S -1.52132 0.87799 5.30017 -0.473
C 3.34391 3.29435 3.61889 0.019
S 2.45668 4.62892 3.20104 -0.491
H 6.18942 4.76371 3.57679 0.293
H 4.89912 5.08972 2.43910 0.288
H 6.21203 3.91121 2.01326 0.268
H 6.01756 1.36276 3.29607 0.397
H 3.77192 0.26648 4.51507 0.688
H 0.85917 1.46934 3.75658 -0.778
H 1.14679 3.01162 4.83585 -0.123
H 3.08039 0.80245 6.85089 0.484
H 1.63307 -0.57774 8.67325 0.432
H -0.89285 -1.08510 9.00081 0.365
H -1.68304 -1.27659 7.46843 0.247
H -1.87075 0.22648 8.46199 0.280
F -1.07731 -0.24553 0.81068 -0.547
N -1.70662 -1.88060 2.58943 -0.203
C -0.60230 -2.75244 3.12224 -0.533
C -1.06135 -3.82430 4.08714 -0.724
N -2.26082 -4.60582 3.75757 -0.364
C -3.27899 -3.74318 3.10374 -1.051
C -2.82870 -2.73350 2.09997 -0.340
H -1.31660 -1.00192 1.49518 0.488
H -2.10263 -1.25664 3.35395 0.165
H 0.18411 -2.05044 3.46785 0.296
H -0.26955 -3.18507 2.18157 0.358
H -1.33117 -3.40504 5.03601 0.297
H -0.20610 -4.46306 4.23222 0.440
H -2.06437 -5.29701 3.07970 0.332
H -3.94857 -3.36235 3.90952 0.300
H -3.86486 -4.48664 2.54336 0.454
H -3.64073 -2.04958 1.85062 0.376
H -2.39542 -3.24287 1.22010 0.248
F -6.27003 -4.03509 -2.86294 -0.244
C -6.48397 -2.71251 -2.60898 0.851
F -6.96115 -2.54998 -1.28327 -0.261
F -7.39125 -2.20020 -3.51479 -0.283
C -5.19038 -1.96834 -2.75302 0.342
C -4.98264 -0.95185 -3.72286 -1.092
C -3.76275 -0.29638 -3.82484 -0.011
C -2.70130 -0.54005 -2.94289 -0.359
C -2.92401 -1.66707 -2.07072 0.090
C -4.14062 -2.33462 -1.91012 -0.964
P -1.10457 0.29376 -2.70125 0.121
C 0.11197 -0.67132 -3.52725 -0.314
C -0.19476 -1.83723 -4.17293 0.359
C 0.73333 -2.51797 -4.94763 -1.631
C 2.02604 -1.95838 -5.17984 0.310
C 2.31744 -0.71545 -4.56569 -1.465
C 1.46537 0.03092 -3.70035 1.529
C 3.06119 -2.74035 -5.97876 0.853
F 4.00440 -1.95634 -6.60547 -0.256
F 3.67343 -3.68534 -5.13849 -0.278
F 2.35355 -3.51281 -6.90053 -0.280
C -1.27240 1.81561 -3.66153 0.459
C -1.14400 1.73496 -5.02593 0.076
C -1.02247 2.86656 -5.81934 -0.982
C -1.09401 4.10987 -5.15213 -0.045
C -1.51249 4.19427 -3.77454 -0.727
C -1.55827 3.05221 -3.04986 -0.729
C -0.61911 5.42212 -5.92160 0.895
F -0.89733 5.30211 -7.23911 -0.259
F 0.72642 5.68199 -5.79194 -0.255
F -1.30479 6.51059 -5.39948 -0.278
H -5.86028 -0.84673 -4.36417 0.454
H -3.69774 0.26982 -4.75017 0.340
H -2.09623 -1.98766 -1.44436 0.476
H -4.32413 -3.11337 -1.15494 0.276
H -1.18045 -2.20776 -4.05064 0.446
H 0.52101 -3.53075 -5.27923 0.285
H 3.36532 -0.24497 -4.69162 0.173
H 1.32757 0.78415 -1.73532 0.320
H -1.09521 0.71514 -5.50814 0.374
H -0.86761 2.82017 -6.87822 0.491
H -1.68587 5.16470 -3.32976 0.428
H -1.70127 3.09643 -1.95143 0.273
```

For the strongest force on any atom, the calculation gives 5.62 eV/Å. The HOMO energy comes out at -2.57 eV. The energy above the lowest of the compared OMol25 structures with the same formula, charge and spin comes out at 370.0 kJ/mol. Its total charge is -1. The HOMO-LUMO gap is 4.01 eV.